No. 1
{
  "formula": "C9H13FN2O3",
  "method": "ωB97M-V/def2-TZVPD",
  "symbols": ["C", "C", "C", "C", "C", "C", "C", "C", "C", "N", "N", "O", "O", "O", "F", "H", "H", "H", "H", "H", "H", "H", "H", "H", "H", "H", "H", "H"],
  "positions_angstrom": [[1.3341, -1.4432, 0.5301], [1.6996, -2.4306, 1.2998], [-1.9187, -1.0317, -0.8247], [-3.7968, -0.2010, 0.6239], [1.6660, 0.0178, 0.9023], [0.1949, -0.3150, -1.1312], [0.9586, 1.0178, 0.0064], [1.7382, 2.1073, -0.7030], [-3.3524, -0.7535, -0.7279], [-1.1660, -0.0989, -1.1092], [-2.8845, 0.7329, 1.0913], [-4.7237, -0.7305, 1.1461], [0.7619, -1.5684, -0.6601], [3.0862, 0.1388, 0.7306], [-0.1030, 1.5152, 0.7120], [1.6447, -3.4613, 1.0540], [1.6832, -2.1469, 2.3190], [-1.4883, -2.0348, -0.6455], [1.4038, 0.1658, 1.9101], [0.6207, -0.1656, -2.2522], [1.0588, 2.7910, -1.1434], [2.4266, 1.6046, -1.4577], [2.4188, 2.4728, 0.0808], [-3.8047, -1.6557, -0.8967], [-3.5499, 0.0670, -1.3700], [-2.0617, 0.9770, 0.4889], [-2.8292, 1.0541, 2.0757], [3.3469, -0.5385, 1.2516]],
  "energy_ha": -785.7368,
  "orbital_gap_ev": 10.05,
  "e_lumo_ev": 0.686,
  "homo_ev": -9.364
}



No. 2
{
  "formula": "C9H13FN2S",
  "method": "ωB97M-V/def2-TZVPD",
  "symbols": ["C", "C", "C", "C", "C", "C", "C", "C", "C", "N", "N", "F", "S", "H", "H", "H", "H", "H", "H", "H", "H", "H", "H", "H", "H", "H"],
  "positions_angstrom": [[2.0553, 0.0099, -0.8322], [0.9390, -0.6713, -0.8845], [2.3602, 1.4473, -0.9285], [-0.4837, -0.4115, -0.6223], [1.5783, 2.4589, -1.2709], [-1.4202, -0.5798, -1.5693], [-0.4888, -1.3542, 1.7460], [-0.5052, 1.1066, 1.3195], [-0.9767, -0.2383, 0.8626], [-2.2777, -0.8300, -3.6138], [-1.2428, -0.7451, -2.8596], [2.1087, 3.6941, -1.1969], [0.2923, -0.6097, -3.5507], [2.9332, -0.6230, -1.2064], [1.0590, -1.8242, -0.8657], [3.2553, 1.7203, -0.6161], [0.6077, 2.4544, -1.7139], [-2.5140, -0.6049, -1.3110], [-0.9651, -1.4795, 2.6950], [0.4943, -1.0536, 1.9918], [-0.4002, -2.3219, 1.2187], [-0.8572, 1.8676, 0.7856], [0.6366, 1.1288, 1.2602], [-0.7322, 1.2433, 2.3555], [-2.0762, -0.3616, 0.7683], [-1.8741, -1.1061, -4.4592]],
  "e_above_lowest_kj_mol": 2.46,
  "smiles": "[H]/N=[N+]([S-])/C=C(\\C=C/C=C/F)C(C)C",
  "energy_ha": -958.1036,
  "orbital_gap_ev": 6.92,
  "e_lumo_ev": -1.101,
  "homo_ev": -8.022
}



No. 3
{
  "formula": "C9H13N2",
  "method": "ωB97M-V/def2-TZVPD",
  "symbols": ["C", "C", "C", "C", "C", "C", "C", "C", "C", "N", "N", "H", "H", "H", "H", "H", "H", "H", "H", "H", "H", "H", "H", "H"],
  "positions_angstrom": [[1.1293, 1.5701, 0.3078], [-2.4571, 0.0932, 0.6160], [2.1098, 0.6673, 0.3116], [-2.2832, -1.1608, 0.0903], [0.3028, -0.4720, 0.1077], [-1.3647, 1.0334, 0.9884], [-0.1486, 0.9156, 0.0320], [-0.4337, 1.1796, -1.5257], [2.3178, -1.8080, -0.0228], [1.5610, -0.6740, 0.1128], [-1.1063, -1.7197, -0.4033], [1.3296, 2.6883, 0.3171], [-3.4403, 0.4628, 0.9253], [3.0710, 0.8971, 0.6003], [-3.2258, -1.6179, -0.0489], [-1.7873, 2.1663, 1.0439], [-0.8838, 0.7673, 1.9372], [-0.6487, 2.2919, -1.7701], [-1.4024, 0.5411, -1.7613], [0.3827, 0.8247, -2.2218], [1.7489, -2.5122, -0.7287], [3.3628, -1.5805, -0.4109], [2.4603, -2.2529, 1.0077], [-0.9773, -2.6289, -0.0801]],
  "charge": 1,
  "e_above_lowest_kj_mol": 469.79,
  "energy_ha": -459.8351,
  "orbital_gap_ev": 7.80,
  "e_lumo_ev": -4.523,
  "homo_ev": -12.325
}



No. 4
{
  "formula": "C9H13N2",
  "method": "ωB97M-V/def2-TZVPD",
  "symbols": ["C", "C", "C", "C", "C", "C", "C", "C", "C", "N", "N", "H", "H", "H", "H", "H", "H", "H", "H", "H", "H", "H", "H", "H"],
  "positions_angstrom": [[-2.6385, -1.8736, -1.0801], [-2.7055, -1.4746, 0.2098], [-1.8185, -1.2273, -1.9978], [-1.8260, -0.3395, 0.6633], [-0.8109, -0.4054, -1.6192], [-0.6058, -0.1722, -0.1813], [-1.1226, 3.2733, -0.9530], [-2.1260, 3.3206, -0.3420], [0.5535, 0.1955, 0.2794], [1.6031, 0.6514, 0.7914], [3.7573, -0.8896, 0.4636], [-3.2707, -2.4733, -1.6831], [-3.3947, -1.9649, 0.9085], [-1.9734, -1.2613, -3.1055], [-1.6714, -0.4778, 1.7130], [-0.0147, 0.0664, -2.1593], [-0.2580, 3.2294, -1.4977], [-2.3651, 0.5505, 0.5704], [-2.9172, 3.5439, 0.2384], [1.7380, 1.6729, 1.0138], [2.6611, 0.1192, 0.7040], [3.2851, -1.9286, 0.4846], [4.0394, -0.6506, -0.4240], [4.4584, -0.7186, 1.2170]],
  "charge": 1,
  "e_above_lowest_kj_mol": 527.27,
  "energy_ha": -459.8132,
  "orbital_gap_ev": 8.33,
  "e_lumo_ev": -3.369,
  "homo_ev": -11.700
}



No. 5
{
  "formula": "C9H13N2O",
  "method": "ωB97M-V/def2-TZVPD",
  "symbols": ["C", "C", "C", "C", "C", "C", "C", "C", "C", "N", "N", "O", "H", "H", "H", "H", "H", "H", "H", "H", "H", "H", "H", "H", "H"],
  "positions_angstrom": [[3.1656, -0.9256, 0.4089], [2.6152, -2.0065, -0.2342], [2.1967, 0.1554, 0.0742], [1.2289, -0.4749, -0.6181], [1.2154, 2.2797, -0.0810], [0.1310, 0.3592, -1.1039], [-1.7807, -1.4321, -0.6535], [-1.2643, 0.0892, 1.3775], [-1.4097, -0.0600, -0.1406], [2.2282, 1.5558, 0.4153], [0.3869, 1.7487, -0.9621], [1.4819, -1.7994, -0.8100], [3.9996, -0.9105, 1.0895], [2.9476, -2.9595, -0.3675], [1.1187, 3.2864, 0.2163], [-0.4102, 0.1349, -2.0438], [-1.0049, -2.2063, -0.5075], [-1.9963, -1.3740, -1.7289], [-2.7230, -1.7500, -0.2751], [-0.1610, -0.0067, 1.6737], [-1.7555, -0.5627, 2.0252], [-1.5845, 1.0816, 1.6851], [-2.0503, 0.7354, -0.5199], [2.7357, 1.6377, 1.2666], [-0.1735, 2.3739, -1.5095]],
  "charge": 1,
  "e_above_lowest_kj_mol": 282.71,
  "smiles": "CC(C)[C@H]1[NH+]=CNc2ccoc21",
  "energy_ha": -535.1793,
  "orbital_gap_ev": 8.08,
  "e_lumo_ev": -3.964,
  "homo_ev": -12.048
}



No. 6
{
  "formula": "C9H13N2OS",
  "method": "ωB97M-V/def2-TZVPD",
  "symbols": ["C", "C", "C", "C", "C", "C", "C", "C", "C", "N", "N", "O", "S", "H", "H", "H", "H", "H", "H", "H", "H", "H", "H", "H", "H", "H"],
  "positions_angstrom": [[-2.4592, -0.4664, -1.1578], [-1.7209, 0.3750, 1.0230], [-3.7465, -0.2435, -0.7706], [-3.1016, 0.5556, 1.2831], [-1.4554, -0.3591, -0.1599], [1.0225, 1.6974, -1.0112], [3.4104, 0.1042, 0.7376], [-0.0574, -0.7680, -0.4966], [1.2092, 0.4219, -0.2012], [-4.0447, 0.2385, 0.4586], [2.5487, -0.1877, -0.4096], [0.3613, 2.5729, -0.6353], [0.3371, -2.3381, 0.4153], [-2.1690, -0.7547, -2.1778], [-1.0234, 0.4185, 1.8064], [-4.6505, -0.4373, -1.4929], [-3.6206, 0.9367, 2.1946], [1.5684, 1.6122, -1.9679], [3.2826, -0.6058, 1.5723], [4.4015, 0.0460, 0.4023], [3.2808, 1.1591, 1.1235], [0.0075, -1.1863, -1.4805], [1.3159, 0.5810, 0.9119], [2.9803, 0.0323, -1.2835], [2.4342, -1.2869, -0.3657], [-0.1112, -2.1175, 1.6816]],
  "charge": 1,
  "spin_multiplicity": 3,
  "e_above_lowest_kj_mol": 105.83,
  "energy_ha": -933.2001,
  "orbital_gap_ev": [5.33, 6.72],
  "e_lumo_ev": [-3.240, -5.995],
  "homo_ev": [-8.572, -12.715]
}